1.
Molecular formula: C5H9NO
Method: DFT, ωB97M-V with the def2-TZVPD basis set

Values from the calculation:
Max |F|: 1.67 eV/A
LUMO level: 0.70 eV
Charge: 0
Frontier orbital gap: 0.3350 Eh
E: -8864.0305 eV

Geometry as XYZ:
```
16
C5H9NO, DFT ωB97M-V with the def2-TZVPD basis set
C 1.307 -1.373 -1.658
C -1.143 1.397 1.579
C 0.245 0.203 -0.239
C -0.799 -0.756 0.207
C -1.149 0.668 0.256
O 1.423 0.633 0.341
N 0.177 -0.491 -1.408
H 1.806 0.174 1.096
H -1.440 -1.525 -0.201
H -1.799 1.110 -0.498
H 1.581 -1.969 -0.778
H 1.055 -2.034 -2.488
H 2.187 -0.795 -1.958
H -2.158 1.441 1.980
H -0.784 2.421 1.453
H -0.510 0.898 2.316
```

Results of the Mulliken charge analysis, in e, for atoms 1 through 8: C -0.7620; C -1.2229; C 0.3410; C -0.7604; C 0.4084; O -0.5513; N -0.3343; H 0.3259



2.
Molecular formula: C6H11N2
Method: DFT, ωB97M-V with the def2-TZVPD basis set

Values from the calculation:
Max |F|: 4.51 eV/A
LUMO level: -4.91 eV
Charge: +1
Frontier orbital gap: 0.3200 Eh
E: -9368.6596 eV

Geometry as XYZ:
```
19
C6H11N2, DFT ωB97M-V with the def2-TZVPD basis set
C 0.175 -2.107 1.316
C 0.844 -1.871 0.184
C -0.196 0.042 -1.448
C 0.854 1.196 0.629
C 1.494 -1.582 -0.895
C -0.414 0.779 -0.192
N -0.402 -0.026 -2.625
N -1.483 0.173 0.552
H 0.601 -2.878 1.952
H 0.565 1.539 1.568
H 1.584 0.350 0.719
H 1.305 1.898 -0.064
H 2.337 -0.863 -0.750
H 1.480 -2.132 -1.876
H -0.721 1.741 -0.732
H -0.249 -0.816 -3.271
H -2.354 -0.291 0.146
H -1.714 0.842 1.185
H -0.966 -1.649 1.628
```

Results of the Mulliken charge analysis, in e, for atoms 1 through 8: C -0.6737; C 0.4837; C 0.0288; C -1.0492; C -1.0098; C 0.4448; N -0.3034; N -0.5480



3.
Molecular formula: C5H5NO
Method: DFT, ωB97M-V with the def2-TZVPD basis set

Values from the calculation:
Max |F|: 1.78 eV/A
LUMO level: -0.25 eV
Charge: 0
Frontier orbital gap: 0.3602 Eh
E: -8800.0234 eV
Structure (SMILES): N#CC1CC(=O)C1

Geometry as XYZ:
```
12
C5H5NO, DFT ωB97M-V with the def2-TZVPD basis set
N 2.256 0.961 0.432
C 2.189 -0.153 0.067
C 0.642 -0.016 -0.434
C -0.475 1.033 -0.037
C -1.387 -0.190 0.180
O -2.571 -0.349 0.267
C -0.193 -1.140 0.163
H 0.756 -0.034 -1.514
H -0.796 1.759 -0.799
H -0.304 1.561 0.904
H 0.124 -1.375 1.188
H -0.240 -2.059 -0.417
```

Results of the Mulliken charge analysis, in e, for atoms 1 through 8: N -0.2647; C -0.2161; C 0.3047; C -0.6516; C 0.3791; O -0.5356; C -0.6052; H 0.3492



4.
Molecular formula: C4H11NOS
Method: DFT, ωB97M-V with the def2-TZVPD basis set

Values from the calculation:
Max |F|: 3.44 eV/A
LUMO level: 0.59 eV
Charge: 0
Frontier orbital gap: 0.3499 Eh
E: -18696.6417 eV
Structure (SMILES): OCNCCCS

Geometry as XYZ:
```
18
C4H11NOS, DFT ωB97M-V with the def2-TZVPD basis set
O -1.985 -0.786 2.170
C -0.991 0.190 2.295
N 0.237 0.196 1.410
C 0.202 1.146 0.159
C 0.842 0.525 -1.160
C 0.169 -0.823 -1.552
S 1.640 -1.875 -2.064
H -1.984 -1.016 1.202
H -1.273 1.236 2.166
H -0.779 0.095 3.389
H 0.832 -0.647 1.044
H -0.803 1.494 0.078
H 0.792 2.020 0.326
H 1.831 0.454 -0.720
H 0.693 1.248 -2.013
H -0.439 -0.554 -2.469
H -0.571 -1.255 -0.736
H 1.588 -1.647 -3.527
```

Results of the Mulliken charge analysis, in e, for atoms 1 through 8: O -0.4898; C -0.4057; N -0.2813; C -0.6909; C -0.6855; C -0.4210; S -0.2742; H 0.3154



Energy relative to the best compared isomer or geometry (same formula, charge and spin), respectively: 119.5, 140.1, 78.3, 75.6 kcal per mole.